A molecular structure, C3H5AlO3, computed with ωB97M-V/def2-TZVPD.

Each line ends with the Löwdin charge.
Cartesian coordinates (Å):
H 1.57558 1.23860 -3.96052  0.100
O 0.42876 -0.81684 -0.22368  0.113
C 0.15805 0.42770 -0.41816  -0.243
C -0.07593 -1.27504 1.06787  0.015
O 0.91468 1.69530 -3.44261  -0.007
O -0.50493 0.95188 0.55575  0.104
C -0.74325 -0.01995 1.61916  0.013
Al 0.33674 1.25434 -1.99599  1.228
H 0.78266 -1.61852 1.65118  0.169
H -0.76694 -2.10003 0.87415  0.169
H -0.27941 0.37022 2.52907  0.169
H -1.82602 -0.10767 1.74377  0.168

Output
* highest occupied orbital energy: -0.7794 Ha
* strongest force on any atom: 7.087 eV/A
* LUMO: -0.4300 Eh
* 2S+1: 1
* E: -584.73271 hartree
* total charge: +2
* gap between HOMO and LUMO: 9.51 eV